Entry 1:
Below is C22H25N5O2SiW as an isolated structure in a non-equilibrium geometry, with properties calculated with wB97M-V/def2-TZVPD.

```
56
Properties=species:S:1:pos:R:3:forces:R:3:lowdin_charge:R:1
W 0.234 -0.099 -0.941 -0.55 2.46 0.52 1.75
N -0.309 2.188 -0.662 0.50 0.16 0.20 -0.08
N -0.151 1.521 -1.894 -0.62 0.76 -1.77 -0.28
C -7.585 5.623 -1.799 1.34 2.07 -2.41 -0.34
O -7.893 6.119 -0.775 0.31 -1.88 -1.65 0.19
O -7.175 5.399 -2.915 -1.64 -0.19 4.07 0.15
H -1.241 2.578 -0.526 -0.14 -0.50 0.01 0.12
H 0.362 2.964 -0.444 -0.28 -1.12 -0.64 0.11
H -0.458 2.042 -2.733 0.24 -0.53 0.54 0.11
C -2.459 0.126 2.489 -0.22 0.44 -0.84 0.01
C -1.452 0.378 1.577 -0.82 -1.22 0.13 -0.11
N -1.159 -0.444 0.564 0.48 -1.29 -0.09 -0.07
C -1.784 -1.672 0.466 -1.22 0.81 1.11 -0.13
C -2.728 -2.059 1.471 0.93 1.58 -1.38 -0.13
C -3.162 -1.033 2.323 -0.45 -1.70 1.72 0.04
C -3.292 -3.343 1.402 0.69 -1.68 -1.96 0.03
C -3.102 -4.073 0.233 -1.23 -0.18 1.72 0.02
C -2.388 -3.591 -0.885 0.52 0.72 -1.25 -0.14
C -2.439 -4.155 -2.182 1.38 0.87 -1.20 0.08
C -1.636 -3.509 -3.212 -1.46 -1.70 -0.48 -0.01
C -0.807 -2.449 -2.939 -0.70 0.85 1.11 -0.10
N -0.901 -1.816 -1.732 1.18 0.12 0.20 -0.09
C -1.652 -2.379 -0.737 -0.24 -0.94 -0.45 -0.17
H -2.731 0.888 3.206 0.03 -0.13 0.07 0.13
H -0.881 1.231 1.650 1.06 1.66 0.11 0.06
H -3.999 -1.310 2.978 0.32 0.43 -0.18 0.15
H -3.737 -3.792 2.269 -0.63 0.03 0.06 0.13
H -3.608 -5.031 0.110 0.23 0.13 0.22 0.14
H -3.033 -5.068 -2.419 0.48 0.97 0.25 0.15
H -1.720 -3.798 -4.304 0.21 -0.10 1.64 0.15
H -0.140 -1.991 -3.671 -0.32 -0.18 0.10 0.12
C 3.167 2.994 -0.367 0.07 -0.28 -0.38 -0.15
Si 3.322 1.248 -1.035 -0.40 -0.98 0.61 0.52
C 2.942 1.133 -2.830 -2.37 -0.96 -0.37 -0.19
C 4.780 0.221 -0.453 1.94 2.40 -0.96 -0.14
N 2.000 0.129 -0.284 -1.02 -0.46 0.49 -0.28
C 2.015 -0.010 1.186 1.75 1.49 -1.80 -0.40
C 2.772 -0.949 1.841 -0.82 -1.57 1.33 -0.04
C 2.813 -0.798 3.229 0.99 -0.30 0.42 -0.04
C 2.190 0.227 3.954 0.50 -1.04 -0.02 -0.05
C 1.487 1.161 3.254 0.13 0.46 -1.71 -0.05
C 1.569 1.118 1.842 -1.90 0.17 0.93 -0.11
H 4.203 3.353 -0.513 -0.47 0.33 0.37 0.06
H 2.876 2.989 0.674 0.56 0.01 0.45 0.02
H 2.465 3.700 -0.837 0.37 -0.36 -0.39 0.04
H 1.902 1.464 -3.091 0.81 0.12 0.64 0.01
H 2.872 0.081 -3.160 0.69 0.20 0.06 0.05
H 3.510 1.700 -3.513 1.24 0.48 -0.69 0.03
H 5.572 0.250 -1.287 -1.17 -0.56 1.11 0.08
H 4.502 -0.745 -0.114 -0.13 -0.97 -0.24 0.00
H 5.317 0.693 0.396 -0.42 -0.10 -0.31 0.06
H 3.090 -1.909 1.391 0.16 0.96 0.12 0.14
H 3.443 -1.470 3.803 -0.23 -0.24 -0.11 0.12
H 2.281 0.222 5.039 -0.17 0.10 -0.28 0.13
H 0.894 1.918 3.717 -0.01 0.57 0.37 0.11
H 1.039 1.834 1.194 0.53 -0.17 0.90 0.07
```
Positions in Å, forces in eV/Å.

The calculation puts the total energy at -1633.61534 Eh. The net charge is +2. Its frontier orbital gap (alpha / beta) is 5.1451 / 7.2367 eV. The HOMO energy (alpha / beta) is -0.462 / -0.539 hartree. As for the spin multiplicity: 3. As for the energy above the lowest of the compared OMol25 structures with the same formula, charge and spin: 97.36 kJ/mol. The value obtained for the largest force on an atom is 4.4 eV/A. The expectation value of S² is 2.04.

***

Entry 2:
Below is C22H25N7OPdS2 as an isolated structure, with properties calculated with wB97M-V/def2-TZVPD.

```
58
Properties=species:S:1:pos:R:3:forces:R:3:lowdin_charge:R:1
Pd -1.903 -0.537 -0.132 0.00 0.04 -0.05 1.02
N -2.105 2.584 -2.718 -0.02 0.02 0.05 0.21
C -2.512 3.382 -1.651 0.02 -0.05 -0.04 -0.16
C -2.837 4.732 -1.580 0.00 0.00 0.00 0.01
C -3.217 5.203 -0.342 0.00 -0.02 0.02 -0.05
C -3.275 4.362 0.785 0.00 0.02 -0.02 -0.05
C -2.954 3.024 0.711 0.01 -0.01 0.01 0.00
C -2.566 2.540 -0.537 -0.03 0.05 0.03 -0.18
N -2.197 1.270 -0.959 0.02 -0.12 -0.01 0.05
C -1.933 1.340 -2.251 -0.01 0.06 -0.07 -0.24
C -1.512 0.123 -2.914 0.03 0.00 0.05 -0.29
C -1.072 -0.148 -4.165 -0.04 -0.03 0.00 -0.28
S -0.662 -1.801 -4.288 0.03 0.00 0.02 1.16
C -1.082 -2.046 -2.668 -0.04 0.03 -0.05 -0.41
N -1.519 -0.974 -2.068 0.01 0.03 0.02 -0.10
H -1.987 2.884 -3.672 0.00 0.00 0.00 0.18
H -2.797 5.378 -2.446 0.00 0.00 0.00 0.12
H -3.483 6.245 -0.232 0.00 0.00 0.00 0.12
H -3.585 4.780 1.732 0.00 0.01 0.00 0.12
H -3.002 2.376 1.573 0.00 -0.01 0.00 0.10
H -0.966 0.521 -5.004 0.00 -0.01 0.00 0.10
H -0.993 -3.004 -2.181 0.01 0.00 0.02 0.08
C 4.874 0.353 2.105 0.00 0.01 -0.01 -0.07
C 5.233 0.437 0.625 -0.01 -0.02 0.01 -0.41
C 5.419 -0.948 0.014 0.00 0.01 -0.01 -0.07
C 4.228 1.279 -0.162 0.02 0.00 0.00 -0.09
N 2.878 0.701 -0.172 0.04 0.03 -0.02 -0.09
C 1.889 0.805 0.717 -0.01 0.00 -0.04 -0.13
N 0.879 0.071 0.308 0.00 -0.06 0.09 0.00
N 1.283 -0.489 -0.855 0.00 0.04 -0.03 -0.03
N 2.473 -0.113 -1.150 -0.02 -0.04 0.03 0.08
H 5.669 -0.145 2.659 0.00 0.00 0.00 0.09
H 3.963 -0.232 2.261 0.00 0.00 0.00 0.07
H 4.733 1.342 2.547 0.00 -0.01 0.00 0.08
H 6.175 0.985 0.534 0.00 0.00 0.00 0.14
H 4.504 -1.540 0.087 0.00 0.00 0.00 0.07
H 6.204 -1.489 0.541 0.00 0.00 0.00 0.09
H 5.698 -0.890 -1.039 0.00 0.00 0.00 0.08
H 4.521 1.366 -1.206 -0.01 0.00 0.00 0.13
H 4.142 2.279 0.261 -0.01 0.00 -0.01 0.13
H 1.931 1.407 1.609 0.00 0.00 0.00 0.14
C -2.284 -1.587 3.850 -0.03 0.00 0.00 -0.20
S -1.267 -0.957 2.534 0.06 0.03 0.00 1.01
O -2.187 0.052 1.794 -0.03 0.00 -0.01 -0.60
C -1.321 -2.301 1.347 0.00 -0.02 0.02 -0.48
C -0.143 -3.007 1.059 0.00 -0.02 -0.02 -0.07
C -0.224 -4.142 0.284 -0.01 0.03 0.01 -0.03
C -1.460 -4.564 -0.225 -0.01 0.00 -0.01 -0.05
C -2.613 -3.845 0.017 0.02 -0.02 -0.01 -0.04
C -2.563 -2.703 0.824 0.01 0.03 0.01 -0.13
H -3.256 -1.889 3.469 0.00 -0.01 0.01 0.07
H -2.384 -0.783 4.578 0.00 0.00 0.00 0.08
H -1.750 -2.425 4.302 -0.01 0.00 0.00 0.08
H 0.802 -2.665 1.459 0.00 0.00 0.00 0.12
H 0.670 -4.715 0.076 0.00 0.00 0.00 0.13
H -1.512 -5.474 -0.811 0.01 0.00 0.00 0.13
H -3.565 -4.185 -0.367 0.00 0.01 0.00 0.13
H -3.483 -2.220 1.135 0.00 0.00 0.00 0.12
```
Positions in Å, forces in eV/Å.

The calculation puts the total energy at -2235.60374 Eh. The net charge is +2. Its frontier orbital gap is 7.2079 eV. The HOMO energy is -0.517 hartree. As for the energy above the lowest of the compared OMol25 structures with the same formula, charge and spin: 6.48 kJ/mol. The value obtained for the largest force on an atom is 0.1 eV/A.

***

Entry 3:
Below is C22H26AsN3Pd as an isolated structure, with properties calculated with wB97M-V/def2-TZVPD.

```
53
Properties=species:S:1:pos:R:3:forces:R:3:lowdin_charge:R:1
Pd -1.037 -0.508 0.085 0.28 0.27 0.10 0.89
N -2.979 0.156 0.401 -0.05 -0.05 -0.08 -0.02
C -3.995 -0.336 -0.577 0.07 -0.04 0.12 -0.18
C -3.422 -0.453 -1.984 -0.06 0.05 -0.05 -0.19
N -2.166 -1.204 -2.041 -0.09 -0.03 0.03 -0.11
C -2.259 -2.663 -1.994 0.07 -0.06 -0.01 -0.19
C -2.396 -3.223 -0.580 -0.09 -0.03 0.04 -0.20
N -1.398 -2.639 0.347 -0.02 0.06 -0.09 -0.01
H -2.908 1.174 0.355 0.02 -0.02 -0.06 0.09
H -3.290 -0.048 1.348 0.00 -0.01 -0.01 0.12
H -4.359 -1.294 -0.212 0.01 0.04 -0.04 0.11
H -4.845 0.348 -0.573 -0.02 -0.04 -0.08 0.14
H -4.197 -0.892 -2.622 -0.01 0.02 -0.01 0.13
H -3.217 0.548 -2.370 -0.02 0.00 0.01 0.13
H -1.650 -0.934 -2.866 -0.04 0.01 -0.02 0.12
H -3.092 -3.047 -2.593 -0.01 0.01 0.01 0.13
H -1.340 -3.054 -2.438 -0.02 -0.01 0.01 0.13
H -3.384 -3.030 -0.164 0.05 0.00 -0.03 0.10
H -2.285 -4.308 -0.619 0.00 0.02 -0.01 0.13
H -1.650 -2.852 1.309 0.00 0.02 -0.02 0.11
H -0.489 -3.073 0.197 -0.04 0.03 -0.04 0.09
C 5.129 2.003 2.817 0.00 -0.01 0.01 -0.05
C 4.804 0.754 3.324 0.02 0.04 -0.01 -0.06
C 3.548 0.216 3.086 -0.04 -0.06 0.06 -0.13
C 2.626 0.925 2.321 -0.01 0.07 -0.12 -0.41
C 2.951 2.179 1.816 -0.06 0.01 -0.10 -0.10
C 4.203 2.719 2.069 0.03 -0.01 0.03 -0.06
As 0.909 0.060 2.039 0.24 -0.02 0.18 1.34
C -0.036 1.408 0.957 -0.03 -0.07 0.14 -0.42
C -0.843 2.451 1.457 -0.02 0.04 -0.02 -0.09
C -1.341 3.396 0.592 0.01 -0.02 0.02 -0.03
C -1.070 3.331 -0.795 0.03 -0.03 -0.03 -0.03
C -0.305 2.322 -1.315 -0.06 0.04 0.05 0.00
C 0.225 1.340 -0.442 -0.12 -0.17 -0.05 -0.27
C 1.005 0.165 -0.836 -0.03 0.04 -0.08 -0.25
C 1.416 -0.168 -2.144 0.04 -0.05 0.03 0.00
C 2.060 -1.359 -2.349 -0.03 0.06 -0.02 -0.02
C 2.292 -2.260 -1.284 -0.01 -0.02 0.05 -0.03
C 1.885 -1.958 -0.011 0.03 -0.03 -0.04 -0.09
C 1.239 -0.725 0.242 -0.04 -0.04 0.18 -0.41
H 6.105 2.426 3.013 0.00 0.00 0.00 0.12
H 5.523 0.204 3.916 0.00 -0.01 0.01 0.12
H 3.291 -0.748 3.512 -0.01 0.01 -0.01 0.10
H 2.238 2.748 1.229 0.01 -0.01 0.02 0.10
H 4.457 3.698 1.688 -0.01 0.01 -0.01 0.12
H -1.035 2.527 2.520 0.01 0.00 0.00 0.12
H -1.931 4.219 0.973 0.00 0.00 0.02 0.13
H -1.468 4.098 -1.445 0.00 0.00 -0.02 0.13
H -0.093 2.283 -2.375 0.00 0.00 -0.01 0.12
H 1.248 0.516 -2.966 0.01 0.01 -0.01 0.12
H 2.405 -1.621 -3.341 0.00 0.01 -0.01 0.13
H 2.820 -3.183 -1.484 0.00 -0.01 0.02 0.13
H 2.103 -2.634 0.807 0.00 0.01 -0.01 0.12
```
Positions in Å, forces in eV/Å.

The calculation puts the total energy at -3381.31219 Eh. The net charge is +2. Its frontier orbital gap (alpha / beta) is 6.3228 / 6.3237 eV. The HOMO energy (alpha / beta) is -0.524 / -0.524 hartree. As for the energy above the lowest of the compared OMol25 structures with the same formula, charge and spin: 0.00 kJ/mol. The value obtained for the largest force on an atom is 0.4 eV/A.

***

Entry 4:
Below is C22H26AsN6O10PS2Ti as an isolated structure in a non-equilibrium geometry, with properties calculated with wB97M-V/def2-TZVPD.

```
69
Properties=species:S:1:pos:R:3:forces:R:3:lowdin_charge:R:1
Ti -0.386 0.521 0.525 0.81 -0.12 0.58 1.05
C 3.425 1.152 2.483 -0.06 0.05 0.03 0.00
C 2.339 0.277 1.962 -0.06 -0.30 0.13 -0.23
N 1.131 0.705 1.902 0.45 -0.15 -0.30 -0.12
N 0.824 2.020 2.147 -0.53 -0.35 -0.26 -0.03
C 0.022 2.191 3.210 0.03 0.08 0.08 -0.92
N -0.548 3.412 3.255 -0.07 -0.12 0.03 0.10
S -0.228 1.079 4.488 0.04 0.07 -0.06 0.58
C 2.568 -1.152 1.590 -0.02 0.22 0.16 -0.23
C 3.767 -1.785 1.884 -0.09 -0.13 -0.09 0.00
C 3.875 -3.149 1.629 0.03 0.08 0.03 -0.05
C 2.789 -3.822 1.105 -0.06 0.01 -0.02 -0.04
C 1.629 -3.098 0.837 0.08 -0.03 -0.01 -0.12
N 1.524 -1.800 1.062 0.02 0.13 0.10 0.09
H 3.252 2.168 2.125 -0.01 -0.01 -0.01 0.09
H 3.376 1.195 3.574 -0.01 -0.04 0.01 0.11
H 4.410 0.811 2.181 0.02 0.00 -0.02 0.07
H -0.663 3.895 2.374 0.05 0.07 -0.05 0.08
H -1.237 3.558 3.971 0.01 0.01 0.01 0.08
H 4.591 -1.246 2.324 0.02 0.01 0.01 0.11
H 4.795 -3.672 1.854 0.00 -0.01 -0.01 0.11
H 2.825 -4.883 0.905 0.00 -0.01 0.00 0.11
H 0.755 -3.589 0.422 -0.01 0.00 -0.01 0.12
O -3.221 -4.597 0.209 0.05 -0.12 0.30 0.14
C -2.890 -4.391 1.484 -0.12 -0.08 -0.21 -0.49
O -3.143 -5.190 2.346 0.02 -0.01 0.04 0.11
C -2.178 -3.126 1.795 -0.01 -0.07 0.17 -0.03
C -1.775 -2.757 3.068 0.12 0.08 -0.01 0.04
N -1.143 -1.578 2.966 -0.10 0.10 -0.02 0.06
N -1.132 -1.158 1.710 -0.02 0.12 -0.01 -0.01
C -1.753 -2.065 0.986 -0.10 -0.17 -0.10 -0.15
C -1.844 -1.762 -0.460 0.16 0.48 -0.19 -0.50
O -2.371 -2.494 -1.265 0.06 -0.10 -0.06 0.12
O -1.250 -0.617 -0.770 -0.16 -0.38 0.21 -0.19
H -2.945 -3.853 -0.370 -0.04 0.12 -0.18 0.06
H -1.904 -3.263 4.008 -0.02 -0.01 0.01 0.15
H -0.796 -0.902 3.670 0.05 -0.10 -0.01 0.02
O -4.146 2.825 0.365 -0.03 -0.03 0.23 -0.20
As -3.266 1.409 -0.122 0.26 -0.06 0.51 0.99
O -4.143 0.048 -0.057 0.05 0.15 -0.11 -0.38
O -1.922 1.315 1.037 -0.38 0.23 -0.81 -0.44
C -2.667 1.969 -1.864 -0.03 0.07 -0.08 -0.23
C -3.491 1.485 -2.867 0.01 0.02 -0.15 -0.06
C -3.300 1.893 -4.187 -0.11 -0.12 0.11 -0.05
C -2.295 2.782 -4.500 0.14 0.11 -0.02 -0.05
C -1.443 3.255 -3.504 -0.05 -0.08 -0.07 -0.05
C -1.626 2.845 -2.199 -0.15 0.01 -0.05 -0.27
S -0.455 3.357 -0.979 -0.08 -0.59 0.50 0.55
O 0.593 4.123 -1.569 0.01 0.06 -0.25 -0.26
O -1.197 3.901 0.121 0.12 0.05 0.01 -0.27
O 0.108 1.953 -0.626 -0.09 0.65 -0.30 -0.50
H -4.774 2.574 1.057 -0.03 0.06 -0.03 0.07
H -4.279 0.784 -2.619 0.01 0.00 0.01 0.11
H -3.949 1.509 -4.962 -0.01 -0.01 0.00 0.11
H -2.153 3.102 -5.524 0.01 0.01 0.01 0.11
H -0.625 3.924 -3.734 0.00 0.01 0.01 0.12
C 3.116 1.003 -1.638 0.08 0.02 -0.03 -0.25
P 1.706 -0.159 -1.613 -0.23 0.19 0.27 0.83
C 0.871 0.247 -3.183 0.00 0.00 -0.12 -0.25
C 2.514 -1.733 -2.076 0.08 -0.03 -0.04 -0.26
H 3.603 1.017 -2.615 0.01 0.00 0.02 0.05
H 3.855 0.716 -0.887 -0.02 -0.02 0.02 0.04
H 2.760 2.008 -1.405 -0.04 0.00 -0.01 0.04
H 1.554 0.110 -4.025 -0.03 -0.01 -0.01 0.05
H 0.533 1.282 -3.175 0.02 0.00 0.06 0.03
H -0.003 -0.392 -3.315 0.01 -0.02 0.02 0.05
H 3.121 -1.599 -2.974 -0.01 -0.02 -0.01 0.05
H 1.755 -2.490 -2.278 -0.03 -0.01 0.01 0.05
H 3.153 -2.099 -1.272 0.01 0.03 0.02 0.02
```
Positions in Å, forces in eV/Å.

The calculation puts the total energy at -6158.06643 Eh. The net charge is 0. Its frontier orbital gap is 6.8144 eV. The HOMO energy is -0.303 hartree. As for the energy above the lowest of the compared OMol25 structures with the same formula, charge and spin: 95.10 kJ/mol. The value obtained for the largest force on an atom is 1.0 eV/A.